Record 1
82
Properties=species:S:1:pos:R:3 method="wB97M-V/def2-TZVPD" largest_force_ev_per_a=14.66 charge=0 homo_ev=-8.80 gap_ev=8.0860 energy_ha=-4154.7228 multiplicity=1
Cl 12.6474 1.3831 -18.3815
C 10.9899 0.9636 -18.0116
C 10.3223 1.8662 -17.0064
Cl 9.5641 3.2751 -17.7380
H 11.0164 -0.0932 -17.7462
H 10.5224 0.9565 -18.9962
H 11.0587 2.1259 -16.2460
H 9.5418 1.3549 -16.4428
Cl 7.3828 2.0580 -11.7771
C 6.3562 1.6932 -13.1769
C 7.2945 1.4391 -14.3221
Cl 6.6342 2.0771 -15.7967
H 5.6406 2.4835 -13.4038
H 5.7384 0.8393 -12.8992
H 7.5330 0.3824 -14.4427
H 8.1620 2.0777 -14.1555
C 12.5399 -4.1846 -19.0621
N 11.9531 -3.4768 -17.9103
O 11.6807 -2.2984 -17.9264
O 11.7081 -4.0927 -16.8824
H 12.4741 -5.2574 -18.8808
H 13.5567 -3.7980 -19.1307
H 11.9001 -3.9974 -19.9245
C 7.7460 4.5967 -17.1856
N 6.9963 4.8174 -18.4749
O 6.8166 3.9448 -19.2167
O 6.5453 5.9194 -18.6942
H 7.0380 4.7639 -16.3739
H 8.5641 5.3171 -17.1850
H 8.1747 3.5959 -17.2377
C 6.5134 -3.6867 -20.6057
N 7.3343 -3.5774 -19.4083
O 6.9716 -2.8167 -18.5282
O 8.4105 -4.1557 -19.4636
H 6.8723 -2.9593 -21.3338
H 5.4572 -3.5430 -20.3782
H 6.6492 -4.6752 -21.0446
C 8.8564 0.7217 -20.7020
N 7.5254 0.1640 -20.5394
O 7.4048 -1.0235 -20.2359
O 6.5532 0.8851 -20.8326
H 9.3797 0.4462 -19.7864
H 8.8151 1.8094 -20.7594
H 9.2833 0.2452 -21.5845
C 6.9043 -3.2399 -14.6006
N 7.7735 -4.4593 -14.6384
O 7.5732 -5.3067 -13.7584
O 8.3368 -4.6860 -15.6865
H 6.7789 -2.9376 -13.5609
H 5.9535 -3.3172 -15.1279
H 7.3738 -2.3513 -15.0226
C 5.0959 -0.7309 -17.2724
N 5.4019 -1.8666 -16.3502
O 5.4618 -2.9990 -16.9099
O 5.2969 -1.5547 -15.1751
H 4.0897 -0.9143 -17.6495
H 5.8651 -0.7554 -18.0444
H 5.1550 0.2143 -16.7328
C 11.3973 -3.2707 -15.5446
O 11.0701 -2.9366 -14.1775
C 12.0372 -2.5912 -13.3216
O 13.2676 -2.5899 -13.6218
O 11.4463 -2.0777 -12.2437
C 12.2551 -1.4747 -11.2697
H 12.2558 -2.7341 -15.9485
H 10.5060 -3.2260 -16.1706
H 11.6016 -4.3413 -15.5420
H 11.7497 -0.8444 -10.5380
H 12.8624 -0.7754 -11.8444
H 12.9031 -2.1341 -10.6923
C 7.4130 1.5777 -17.9957
O 8.2064 0.4100 -18.1403
C 8.3674 -0.5032 -17.1368
O 7.8096 -0.5300 -16.0490
O 9.1893 -1.4136 -17.6177
C 9.3725 -2.7315 -17.0336
H 7.0526 1.6552 -16.9699
H 6.4862 1.4445 -18.5537
H 7.9435 2.4744 -18.3162
H 9.0058 -3.5224 -17.6879
H 8.7887 -2.7222 -16.1131
H 10.4401 -2.9330 -16.9460

---

Record 2
25
Properties=species:S:1:pos:R:3 method="wB97M-V/def2-TZVPD" largest_force_ev_per_a=6.42 smiles="CC1=CC=C[C@@H]2C(=[NH2+])NC(=[NH2+])[C@H]12" charge=+2 homo_ev=-16.07 gap_ev=7.1588 energy_ha=-514.3074 multiplicity=1
C 0.5243 -1.7543 0.4832
C -0.6904 -1.9132 0.9157
C 0.9307 -0.8514 -0.5361
C -1.8173 -1.1789 0.4833
C 2.2935 -0.0650 -0.3049
C 0.4584 1.2576 0.2764
C -0.2276 0.2544 -0.5627
C -1.7662 -0.0644 -0.2206
C -2.9067 0.5916 -0.8478
N 1.8050 1.0537 0.3119
N 3.4937 -0.3806 -0.4976
N -0.1632 2.2103 1.0112
H 1.2083 -2.6203 0.9032
H -0.9199 -2.5309 1.7648
H 1.0660 -1.2562 -1.5285
H -2.8466 -1.6021 0.7276
H -0.2577 0.6162 -1.6307
H -2.8012 1.6236 -1.1129
H -3.6317 0.6348 -0.1296
H -3.0383 0.2408 -1.8764
H 2.3670 1.8052 0.7112
H 3.6615 -1.1781 -1.2584
H 4.2166 0.2046 -0.0571
H -1.1221 2.1796 1.1597
H 0.1640 2.7232 1.8150

---

Record 3
15
Properties=species:S:1:pos:R:3 method="wB97M-V/def2-TZVPD" largest_force_ev_per_a=4.60 smiles=CCN(S)NN charge=0 homo_ev=-8.44 gap_ev=9.2643 energy_ha=-643.9095 multiplicity=1
C -1.7911 0.1919 0.5953
C -0.6334 0.9784 -0.0625
N 1.6672 -1.9348 0.2456
N 0.9752 -0.9972 -0.4795
N 0.6455 0.3143 0.3518
S 2.1068 1.2119 0.0327
H -1.5501 0.3018 1.5836
H -2.6766 0.6271 0.3034
H -1.9152 -0.7585 0.2039
H -0.9139 0.7572 -1.1535
H -0.5052 1.9449 0.3211
H 2.5573 -1.4907 0.3949
H 1.3159 -2.3278 1.0774
H 1.4770 -0.8649 -1.3591
H 2.0598 1.3191 -1.4197

---

Record 4
21
Properties=species:S:1:pos:R:3 method="wB97M-V/def2-TZVPD" largest_force_ev_per_a=4.90 charge=0 homo_ev="-6.78 / -9.24" gap_ev="7.6450 / 7.0800" energy_ha=-540.4657 multiplicity=3
C 0.0721 -2.3779 0.4056
C 1.2241 -2.0226 -0.2282
C 0.4541 1.6960 -0.6193
C -1.1602 2.8900 0.8369
C -1.0690 -1.4632 0.8246
C 1.2676 -0.6597 -0.9050
C -1.0456 -0.0986 0.0453
C 0.4770 0.3766 -0.0657
N 1.1300 2.4035 -1.3631
O -1.6336 2.5034 1.8839
F -1.7082 3.8949 0.1631
H 0.1800 -3.4519 0.7072
H 2.1144 -2.5922 0.0575
H -2.0199 -1.9772 0.6127
H -0.9143 -1.2173 1.8773
H 2.2484 -0.2878 -1.0439
H 0.7504 -0.7054 -1.8782
H -1.4659 -0.1243 -0.9594
H -1.5189 0.7717 0.6629
H 0.7709 0.3390 0.9577
H 1.8466 2.1029 -1.9718

---

Record 5
9
Properties=species:S:1:pos:R:3 method="wB97M-V/def2-TZVPD" largest_force_ev_per_a=3.41 charge=0 homo_ev=-8.26 gap_ev=8.6144 energy_ha=-552.7874 multiplicity=1
C -0.0322 0.8428 0.5025
C 0.9262 0.6704 -0.5965
C -1.5641 -1.0211 -0.2541
C 0.9092 -0.2946 0.2942
S -1.8244 0.5417 0.0706
H -0.1528 1.6851 1.2864
H 1.2840 1.0001 -1.5203
H -2.5199 -1.6783 -0.5862
H 1.2916 -1.1747 0.7793

---

Record 6
123
Properties=species:S:1:pos:R:3 method="wB97M-V/def2-TZVPD" largest_force_ev_per_a=2.90 charge=+1 homo_ev=-7.93 gap_ev=3.8388 energy_ha=-2406.6617 multiplicity=1
C 5.8809 0.0056 0.6056
O 5.2755 -1.3000 0.6876
C 3.9967 -1.4879 0.2765
C 3.2475 -0.5369 -0.4601
C 1.8651 -0.6044 -0.3829
C 1.2352 -1.8091 0.0004
C -0.1863 -1.8981 -0.2009
N -0.7265 -2.8872 -1.0071
C -0.0378 -3.9850 -1.6572
C -0.2730 -5.3061 -1.2509
C -1.5081 -5.6855 -0.4377
C -1.1573 -6.1643 0.9686
C -2.4217 -6.6494 -1.1973
C 0.6653 -6.2816 -1.6056
C 1.7105 -5.9817 -2.4724
C 1.7701 -4.7336 -3.0797
C 0.9048 -3.7218 -2.6735
C 0.9251 -2.3712 -3.3838
C 0.1119 -2.4018 -4.6849
C 2.3460 -1.8796 -3.6273
N -2.0700 -2.7931 -1.0305
N -2.3796 -1.6906 -0.2906
C -3.8002 -1.3722 -0.2675
C -4.6641 -2.1587 0.5255
C -4.0669 -3.2357 1.4233
C -4.9932 -4.4355 1.6230
C -3.5661 -2.6464 2.7292
C -6.0449 -1.9896 0.4166
C -6.5723 -1.1293 -0.5437
C -5.7256 -0.5168 -1.4622
C -4.3455 -0.6796 -1.3640
C -3.4637 -0.1960 -2.5165
C -3.5454 1.3191 -2.6673
C -3.7866 -0.9220 -3.8232
C -1.2126 -1.0791 0.2350
C -1.0891 0.0705 1.0355
C 2.0276 -2.8743 0.5133
C 3.3754 -2.6879 0.7011
H 6.8598 -0.1528 1.0628
H 5.9822 0.3128 -0.4472
H 5.3052 0.7542 1.1737
H 3.7323 0.2706 -1.0205
H 1.2336 0.2437 -0.6707
H -2.0909 -4.7664 -0.3197
H -0.5970 -5.3837 1.5035
H -2.0733 -6.3696 1.5411
H -0.5383 -7.0738 0.9470
H -2.6264 -6.2438 -2.1956
H -1.9696 -7.6433 -1.3149
H -3.3787 -6.7488 -0.6684
H 0.5590 -7.2828 -1.1859
H 2.4481 -6.7399 -2.7137
H 2.5040 -4.5374 -3.8600
H 0.4281 -1.6754 -2.6959
H -0.8914 -2.8192 -4.5119
H 0.0088 -1.3794 -5.0747
H 0.6193 -3.0219 -5.4404
H 2.9531 -1.9962 -2.7237
H 2.8154 -2.4380 -4.4466
H 2.3232 -0.8166 -3.8914
H -3.2000 -3.6098 0.8614
H -5.3549 -4.8112 0.6555
H -4.4373 -5.2477 2.1087
H -5.8556 -4.1735 2.2505
H -2.7830 -1.9093 2.5353
H -4.3847 -2.1380 3.2504
H -3.1622 -3.4325 3.3733
H -6.7157 -2.5700 1.0580
H -7.6467 -0.9765 -0.6048
H -6.1310 0.0602 -2.2972
H -2.4328 -0.4473 -2.2465
H -3.2388 1.7969 -1.7298
H -2.8791 1.6622 -3.4662
H -4.5703 1.6340 -2.8984
H -3.6974 -2.0078 -3.6942
H -4.8042 -0.6926 -4.1663
H -3.0828 -0.6174 -4.6063
H -2.0075 0.5487 1.3485
H -0.1273 0.2064 1.5147
H 1.5512 -3.8220 0.7783
H 3.9958 -3.4328 1.1945
C 4.0214 6.5486 -2.9624
N 3.7450 5.1961 -2.5432
C 4.6624 4.1368 -2.9193
C 4.1627 2.9198 -2.1124
C 3.0325 3.4385 -1.2836
C 2.8033 4.7867 -1.6454
C 1.7549 5.5079 -1.0483
C 1.0182 4.9089 -0.0358
C 1.2823 3.5612 0.4113
C 0.6748 2.9247 1.5505
C 0.3626 3.6373 2.7609
C 1.0608 3.3080 3.9712
C 1.1203 4.2373 4.9831
C 0.3701 5.4344 4.8632
N 0.6793 6.2771 5.8805
C 0.1399 7.5950 6.0947
C 1.6281 5.7079 6.8214
C 1.8905 4.2898 6.2628
C -0.5546 5.6341 3.8258
C -0.5687 4.7180 2.7945
C 2.3227 2.8489 -0.2659
H 3.7875 7.2610 -2.1600
H 5.0962 6.5963 -3.1849
H 3.4617 6.8271 -3.8715
H 4.6027 3.9402 -4.0026
H 5.6919 4.4507 -2.6766
H 3.8282 2.1424 -2.8196
H 4.9752 2.4898 -1.5066
H 1.5508 6.5182 -1.4037
H 0.2211 5.4764 0.4472
H 0.8144 1.8484 1.6245
H 1.6204 2.3713 4.0259
H 0.1332 8.1733 5.1614
H -0.8803 7.5654 6.5116
H 0.8086 8.0735 6.8174
H 2.5329 6.3362 6.8387
H 1.1950 5.6813 7.8318
H 1.5333 3.5519 6.9922
H 2.9621 4.1068 6.1270
H -1.2164 6.4974 3.8898
H -1.2700 4.8142 1.9641
H 2.5995 1.8456 0.0694

---

Record 7
15
Properties=species:S:1:pos:R:3 method="wB97M-V/def2-TZVPD" largest_force_ev_per_a=3.13 charge=-1 homo_ev=-3.92 gap_ev=7.5112 energy_ha=-613.8926 multiplicity=1
C -2.4123 0.0682 3.2508
C -0.0070 0.9435 -2.2391
C 2.0008 -1.1904 -0.6902
N -1.7806 1.0504 3.4896
O -3.2742 -0.7089 3.4060
O 0.1792 0.5324 0.6059
Si 0.3249 -0.2784 -0.6756
H -0.2109 1.9517 -1.8391
H 1.0519 1.0152 -2.7674
H -0.8282 0.5958 -2.8441
H 2.6902 -0.7000 -0.0394
H 1.8894 -2.1900 -0.1288
H 2.4770 -1.2926 -1.6942
H -1.1149 1.5363 2.9195
H -0.9853 -1.3333 -0.7540

---

Record 8
20
Properties=species:S:1:pos:R:3 method="wB97M-V/def2-TZVPD" largest_force_ev_per_a=3.15 smiles="CCNC(N)=O.O.O" charge=0 homo_ev=-9.48 gap_ev=9.7245 energy_ha=-456.7443 multiplicity=1
C -0.0222 -0.4435 -1.5600
N -1.2290 -0.5836 -0.6961
C -1.2871 0.1644 0.4602
N -0.1603 0.7501 0.9603
O -2.3603 0.2902 1.0445
C 0.0200 0.9021 -2.2950
H -0.1542 -1.2964 -2.2294
H 0.9647 -0.6101 -1.0596
H -2.0283 -0.9984 -1.1463
H -0.2439 1.0422 1.9329
H 0.7054 0.3250 0.6783
H -0.4275 0.7428 -3.2669
H 1.0005 1.2991 -2.2192
H -0.6856 1.5914 -1.8033
H 3.0300 0.4571 2.0499
H 2.9847 1.8575 1.6596
O 2.4306 1.0613 1.5432
H -0.7702 -1.4564 2.2170
H -0.9485 -2.6848 1.4059
O -0.8190 -2.4100 2.3241